# 1
83
Properties=species:S:1:pos:R:3 method="wB97M-V/def2-TZVPD" homo_ha=-0.3800 gap_ev=6.68 e_above_lowest_kcal_mol=23.46 total_charge=+1
Cd 0.59 0.85 -0.23
O 3.71 -1.21 -2.68
C 2.67 -0.60 -2.14
O 2.23 -0.86 -1.04
C 2.05 0.42 -3.06
C 2.57 0.71 -4.30
C 1.89 1.62 -5.09
C 0.72 2.19 -4.60
C 0.28 1.84 -3.34
N 0.94 0.97 -2.58
C -1.02 2.32 -2.73
O -1.60 3.40 -3.26
O -1.52 1.74 -1.81
H 4.03 -1.87 -2.06
H 3.47 0.22 -4.65
H 2.25 1.88 -6.07
H 0.16 2.87 -5.22
H -1.03 3.85 -3.89
C 0.58 4.96 1.30
C -0.26 3.88 0.64
C -1.53 4.46 0.06
O 0.51 3.28 -0.46
C -0.61 2.83 1.73
O -1.39 3.15 2.59
O 0.00 1.67 1.64
H 0.97 5.65 0.54
H 1.41 4.52 1.86
H -0.04 5.51 2.01
H -1.29 5.31 -0.59
H -2.16 4.79 0.88
H -2.08 3.71 -0.51
H 1.45 3.29 -0.23
C -3.55 -7.00 -1.07
C -4.06 -5.88 -0.19
C -4.35 -6.08 1.16
C -4.78 -5.04 1.97
C -4.95 -3.77 1.44
N -5.41 -2.73 2.29
C -5.31 -1.37 2.16
O -6.15 -0.61 2.61
N -4.22 -0.85 1.47
C -2.91 -1.30 1.31
C -2.35 -2.39 1.95
C -1.03 -2.73 1.68
C -0.29 -1.96 0.82
N -0.81 -0.88 0.22
C -2.08 -0.56 0.46
C -4.69 -3.56 0.09
C -4.24 -4.60 -0.70
H -3.69 -7.97 -0.58
H -2.48 -6.88 -1.28
H -4.07 -7.03 -2.03
H -4.23 -7.07 1.59
H -4.99 -5.22 3.02
H -6.12 -2.98 2.95
H -4.37 0.13 1.28
H -2.92 -2.96 2.68
H -0.58 -3.59 2.17
H 0.74 -2.20 0.58
H -2.47 0.32 -0.03
H -4.86 -2.58 -0.34
H -4.05 -4.42 -1.76
C 5.47 1.61 -1.57
N 5.22 1.92 -0.17
C 6.40 2.07 0.69
C 3.96 2.11 0.27
C 3.74 2.56 1.69
O 2.98 1.95 -0.49
H 6.24 2.28 -1.96
H 4.56 1.74 -2.14
H 5.83 0.58 -1.68
H 7.28 1.78 0.11
H 6.35 1.42 1.56
H 6.55 3.10 1.02
H 4.64 2.60 2.29
H 3.03 1.88 2.14
H 3.30 3.55 1.66
C 2.14 -1.07 3.15
O 1.88 -0.05 2.19
H 1.60 -0.89 4.08
H 3.21 -1.08 3.37
H 1.86 -2.06 2.77
H 1.05 0.41 2.40

# 2
16
Properties=species:S:1:pos:R:3 method="wB97M-V/def2-TZVPD" homo_ha=-0.1532 gap_ev=8.10 e_above_lowest_kcal_mol=49.62 total_charge=-1
C 0.46 0.31 2.85
C -0.57 -0.21 1.83
O -0.21 -1.17 1.04
O -1.76 0.25 1.74
H 1.02 -0.42 3.32
H 0.28 0.85 3.64
H 1.26 0.72 2.20
C -1.19 -0.27 -1.77
C 0.16 0.25 -2.29
O 0.29 0.99 -3.26
N 1.33 0.04 -1.64
H 2.15 0.37 -2.11
H 1.31 -0.27 -0.73
H -1.34 -1.48 -2.08
H -2.15 0.19 -2.11
H -1.04 -0.14 -0.63

# 3
21
Properties=species:S:1:pos:R:3 method="wB97M-V/def2-TZVPD" homo_ha="0.0519 / -0.2043" spin_multiplicity=2 gap_ev="2.73 / 9.61" s2=0.750 e_above_lowest_kcal_mol=9.32 total_charge=-1
C -2.29 0.24 -0.87
C -0.86 0.71 -1.07
C 0.11 -0.12 -0.22
C 0.30 0.42 1.20
C 1.48 -0.22 1.98
N 1.82 -1.60 1.66
N -0.49 0.48 -2.53
H -2.37 -0.73 -1.34
H -2.52 0.13 0.19
H -2.99 0.96 -1.31
H -0.65 1.77 -0.89
H -0.30 -1.13 -0.18
H 1.08 -0.21 -0.74
H -0.59 0.17 1.78
H 0.44 1.50 1.25
H 2.35 0.43 1.80
H 1.25 -0.19 3.05
H 1.03 -2.04 1.20
H 2.55 -1.62 0.95
H -1.34 0.49 -3.07
H 0.05 1.29 -2.83

# 4
18
Properties=species:S:1:pos:R:3 method="wB97M-V/def2-TZVPD" homo_ha=-0.3609 gap_ev=10.33 smiles="N[C@]12C[C@H]1C(=O)NC2=O.O" e_above_lowest_kcal_mol=1.48 total_charge=0
N 2.63 -2.96 0.16
C 1.47 -2.16 0.06
C 0.73 -2.09 -1.25
C 1.43 -0.87 -0.72
C 0.55 0.06 0.05
O 0.36 1.24 -0.14
N 0.03 -0.66 1.13
C 0.57 -1.92 1.26
O 0.37 -2.68 2.19
H 3.26 -2.63 0.89
H 2.41 -3.93 0.34
H 1.22 -2.59 -2.08
H -0.37 -2.11 -1.25
H 2.30 -0.47 -1.23
H -0.60 -0.25 1.81
O -2.90 -1.01 -0.93
H -3.00 -1.79 -0.37
H -3.03 -1.33 -1.83

# 5
89
Properties=species:S:1:pos:R:3 method="wB97M-V/def2-TZVPD" homo_ha="-0.5761 / -0.5906" spin_multiplicity=2 gap_ev="6.85 / 5.90" s2=0.792 total_charge=+3
Re 0.20 0.23 0.00
I -1.96 7.03 3.70
C -1.19 5.54 2.53
C 0.14 5.62 2.07
C 0.65 4.61 1.30
I 2.61 4.70 0.63
C -0.16 3.45 0.95
O 0.31 2.50 0.27
C -1.52 3.43 1.42
C -2.36 2.28 0.96
N -1.71 0.97 1.21
C -1.48 0.75 2.64
C -0.83 -0.58 2.83
C -0.90 -1.26 4.04
C -0.27 -2.48 4.17
C 0.39 -3.01 3.07
C 0.41 -2.28 1.90
N -0.18 -1.07 1.77
C -2.01 4.43 2.19
H 0.75 6.48 2.32
H -2.52 2.36 -0.11
H -3.33 2.32 1.45
H -2.37 0.27 0.89
H -2.41 0.79 3.22
H -0.84 1.54 3.02
H -1.46 -0.82 4.86
H -0.31 -3.03 5.10
H 0.88 -3.97 3.11
H 0.89 -2.68 1.02
H -3.03 4.40 2.55
O 5.69 -4.24 -0.01
N 6.05 -3.15 0.38
O 7.18 -2.81 0.64
C 4.99 -2.14 0.58
C 5.14 -1.28 1.60
C 4.13 -0.32 1.89
C 4.24 0.62 2.94
C 3.21 1.50 3.15
C 2.09 1.45 2.32
N 1.96 0.58 1.32
C 2.97 -0.30 1.12
C 2.82 -1.21 0.04
N 1.66 -1.13 -0.69
C 1.55 -1.87 -1.80
C 2.53 -2.77 -2.19
C 3.66 -2.92 -1.42
C 3.83 -2.13 -0.27
H 6.04 -1.33 2.21
H 5.13 0.64 3.55
H 3.26 2.24 3.94
H 1.27 2.14 2.48
H 0.65 -1.76 -2.38
H 2.40 -3.34 -3.10
H 4.41 -3.65 -1.70
N -1.02 0.29 -2.95
P -1.55 -0.45 -1.53
C -1.68 -2.22 -1.89
C -1.97 -2.67 -3.18
C -2.17 -4.03 -3.40
C -2.09 -4.93 -2.34
C -1.80 -4.48 -1.06
C -1.59 -3.12 -0.84
C -3.28 0.07 -1.43
C -4.27 -0.80 -0.95
C -5.60 -0.40 -0.95
C -5.96 0.85 -1.43
C -4.98 1.72 -1.90
C -3.65 1.34 -1.90
C 0.12 1.08 -2.98
C 0.52 1.71 -4.16
C 1.68 2.45 -4.15
C 2.42 2.55 -2.97
C 1.96 1.91 -1.86
N 0.82 1.18 -1.84
H -1.60 0.32 -3.78
H -2.06 -1.99 -4.01
H -2.39 -4.39 -4.40
H -2.25 -5.98 -2.52
H -1.75 -5.18 -0.24
H -1.38 -2.77 0.16
H -4.00 -1.79 -0.60
H -6.36 -1.09 -0.60
H -7.00 1.14 -1.46
H -5.26 2.70 -2.29
H -2.90 2.02 -2.28
H -0.07 1.60 -5.06
H 2.01 2.95 -5.05
H 3.34 3.13 -2.93
H 2.50 1.96 -0.92

# 6
20
Properties=species:S:1:pos:R:3 method="wB97M-V/def2-TZVPD" homo_ha="-0.3128 / -0.2979" gap_ev="8.75 / 7.96" e_above_lowest_kcal_mol=187.69 total_charge=0
C 0.05 0.24 0.58
C -2.76 0.09 -0.12
C 0.58 0.52 -1.71
C -0.35 -0.58 1.76
N 0.06 -0.29 -0.67
N 2.94 -0.23 -0.28
O 1.93 -0.78 0.42
O -1.61 0.89 -0.19
H 0.49 1.22 0.76
H 3.52 -0.95 -0.71
H 3.50 0.41 0.28
H -2.77 -0.68 -0.90
H -2.89 -0.40 0.85
H -3.63 0.74 -0.28
H 0.05 0.31 -2.65
H 1.65 0.23 -1.81
H 0.58 1.60 -1.51
H 0.54 -0.80 2.35
H -1.06 -0.02 2.37
H -0.80 -1.52 1.44

# 7
73
Properties=species:S:1:pos:R:3 method="wB97M-V/def2-TZVPD" homo_ha=-0.3408 gap_ev=8.01 smiles="CCOCCN(/C(Br)=C(/C)Br)S(=O)(=O)F.COCCOCCOC.COCCOCCOC" total_charge=0
C 0.11 -0.96 0.30
C -0.22 -2.08 -0.90
O -1.36 -2.95 -0.55
C -2.65 -2.18 -0.67
C -3.29 -2.05 0.83
N -4.61 -1.39 0.96
C -4.63 0.09 0.94
Br -4.60 1.00 2.77
C -4.70 1.01 -0.22
C -4.71 2.66 -0.17
Br -4.81 0.23 -2.10
S -5.97 -2.21 0.32
O -6.25 -3.47 1.24
O -7.24 -1.30 0.51
F -5.84 -2.82 -1.28
H 0.42 -1.48 1.32
H 0.94 -0.24 -0.11
H -0.84 -0.29 0.52
H 0.78 -2.72 -1.00
H -0.36 -1.55 -1.96
H -3.29 -2.78 -1.44
H -2.35 -1.13 -1.09
H -3.34 -3.13 1.33
H -2.50 -1.44 1.49
H -4.04 3.02 -1.09
H -5.79 3.10 -0.41
H -4.22 3.13 0.78
C -1.30 1.92 -3.57
O -0.76 3.20 -3.27
C 0.66 3.17 -3.14
C 1.26 4.54 -3.46
O 1.33 4.81 -4.87
C 0.08 5.08 -5.52
C -0.50 6.45 -5.17
O -1.13 6.41 -3.89
C -1.14 7.68 -3.25
H -1.10 1.22 -2.76
H -2.38 2.03 -3.70
H -0.88 1.54 -4.51
H 1.10 2.42 -3.81
H 0.89 2.91 -2.10
H 2.30 4.55 -3.11
H 0.74 5.35 -2.94
H -0.64 4.27 -5.35
H 0.30 5.07 -6.59
H -1.27 6.73 -5.90
H 0.30 7.20 -5.19
H -0.13 8.05 -3.12
H -1.60 7.56 -2.27
H -1.73 8.39 -3.84
C 5.77 -1.35 3.78
O 5.20 -2.61 3.46
C 6.00 -3.69 3.93
C 5.13 -4.93 4.18
O 4.38 -4.86 5.40
C 3.27 -3.95 5.41
C 2.09 -4.43 4.57
O 2.33 -4.19 3.18
C 1.62 -5.09 2.34
H 6.74 -1.22 3.28
H 5.09 -0.57 3.43
H 5.88 -1.24 4.86
H 6.51 -3.42 4.86
H 6.74 -3.92 3.16
H 5.79 -5.79 4.29
H 4.48 -5.15 3.33
H 3.59 -2.94 5.13
H 2.95 -3.90 6.45
H 1.19 -3.87 4.85
H 1.92 -5.50 4.75
H 1.92 -6.12 2.56
H 1.89 -4.87 1.30
H 0.54 -4.97 2.47

# 8
77
Properties=species:S:1:pos:R:3 method="wB97M-V/def2-TZVPD" homo_ha="-0.5767 / -0.6185" spin_multiplicity=5 gap_ev="7.04 / 5.05" s2=6.054 e_above_lowest_kcal_mol=20.05 total_charge=+3
Pt 0.15 -0.05 0.52
O -2.95 0.04 -2.02
C -2.10 0.49 -1.32
O -1.05 -0.35 -0.98
C -2.10 1.89 -0.74
P -0.81 2.17 0.52
C -1.47 2.72 2.08
C -2.79 2.39 2.45
C -3.27 2.77 3.69
C -2.45 3.45 4.58
C -1.14 3.76 4.22
C -0.65 3.39 2.98
C 0.39 3.33 -0.12
C 0.27 4.70 0.13
C 1.15 5.59 -0.47
C 2.13 5.12 -1.33
C 2.24 3.76 -1.60
C 1.37 2.87 -1.00
H -3.10 2.12 -0.36
H -1.93 2.58 -1.57
H -3.45 1.87 1.76
H -4.30 2.55 3.95
H -2.84 3.75 5.54
H -0.51 4.30 4.91
H 0.37 3.65 2.71
H -0.51 5.08 0.78
H 1.05 6.65 -0.28
H 2.80 5.82 -1.81
H 2.98 3.41 -2.31
H 1.44 1.81 -1.25
C -4.18 -2.60 5.25
C -3.74 -1.32 4.95
C -2.85 -1.12 3.90
C -2.42 -2.22 3.17
C -2.85 -3.51 3.47
C -3.73 -3.69 4.52
As -1.20 -2.01 1.71
C 0.20 -3.33 1.90
C 1.11 -3.46 2.91
C 2.04 -4.52 2.85
C 2.06 -5.41 1.77
C 1.13 -5.30 0.76
C 0.17 -4.26 0.81
C -0.92 -4.11 -0.09
C -1.19 -4.96 -1.20
C -2.34 -4.78 -1.92
C -3.25 -3.78 -1.57
C -3.00 -2.91 -0.49
C -1.84 -3.06 0.22
H -4.87 -2.75 6.07
H -4.09 -0.47 5.53
H -2.50 -0.12 3.66
H -2.51 -4.37 2.90
H -4.08 -4.69 4.76
H 1.12 -2.79 3.76
H 2.76 -4.64 3.65
H 2.79 -6.21 1.75
H 1.13 -6.01 -0.05
H -0.50 -5.74 -1.47
H -2.57 -5.42 -2.76
H -4.16 -3.66 -2.14
H -3.72 -2.13 -0.26
N 5.61 1.48 -0.31
C 5.60 0.93 0.93
O 6.56 0.50 1.51
C 4.25 0.80 1.61
C 4.18 0.99 2.98
C 2.97 0.79 3.63
C 1.87 0.39 2.90
N 1.94 0.16 1.58
C 3.11 0.38 0.94
H 6.51 1.58 -0.77
H 4.84 2.02 -0.66
H 5.07 1.29 3.51
H 2.88 0.94 4.70
H 0.91 0.23 3.38
H 3.14 0.15 -0.12

# 9
39
Properties=species:S:1:pos:R:3 method="wB97M-V/def2-TZVPD" homo_ha=-0.3352 gap_ev=9.84 smiles="O=C(CC(=O)NCc1ccccc1)NCc1ccccc1" e_above_lowest_kcal_mol=4.67 total_charge=0
O 0.55 0.34 -1.62
C 0.02 1.17 -0.89
C 0.59 2.57 -0.73
C 1.74 2.43 0.28
O 1.72 2.96 1.36
N 2.73 1.64 -0.19
C 3.76 1.12 0.69
C 3.46 -0.31 1.05
C 2.27 -0.62 1.70
C 1.95 -1.93 2.00
C 2.82 -2.95 1.66
C 4.01 -2.65 1.01
C 4.33 -1.34 0.70
N -1.03 0.89 -0.10
C -1.67 -0.41 -0.07
C -3.07 -0.33 -0.63
C -3.25 0.02 -1.96
C -4.53 0.12 -2.48
C -5.63 -0.13 -1.68
C -5.45 -0.49 -0.36
C -4.17 -0.58 0.17
H 0.98 2.91 -1.69
H -0.14 3.28 -0.35
H 2.54 1.11 -1.03
H 4.73 1.20 0.19
H 3.76 1.75 1.58
H 1.60 0.18 1.98
H 1.03 -2.16 2.51
H 2.57 -3.98 1.89
H 4.69 -3.45 0.74
H 5.25 -1.11 0.19
H -1.42 1.61 0.48
H -1.69 -0.78 0.96
H -1.05 -1.07 -0.68
H -2.39 0.21 -2.58
H -4.66 0.40 -3.52
H -6.63 -0.06 -2.09
H -6.31 -0.69 0.27
H -4.04 -0.86 1.21